[1]
{"formula": "C35H22F5NO2PTi", "method": "ωB97M-V/def2-TZVPD", "symbols": ["Ti", "O", "C", "O", "C", "P", "C", "C", "C", "C", "C", "C", "C", "C", "C", "C", "C", "C", "H", "H", "H", "H", "H", "H", "H", "H", "H", "H", "H", "H", "C", "C", "C", "C", "C", "C", "C", "C", "C", "C", "C", "C", "C", "C", "C", "N", "H", "H", "H", "H", "H", "H", "H", "H", "H", "H", "F", "C", "C", "C", "F", "C", "F", "C", "F", "C", "F"], "coordinates": [[0.003248, -1.316872, 0.586230], [-3.064530, -3.331628, -0.820038], [-2.562473, -2.511542, -0.105943], [-1.326801, -2.634454, 0.421528], [-3.234265, -1.203868, 0.288127], [-2.034596, 0.168695, 0.020054], [-2.626234, 1.599778, 0.948468], [-1.706060, 2.377777, 1.643119], [-2.126442, 3.511595, 2.328543], [-3.466636, 3.862188, 2.327621], [-4.392682, 3.090635, 1.632823], [-3.972319, 1.969211, 0.938546], [-2.249124, 0.658630, -1.710460], [-2.699516, -0.240118, -2.672886], [-2.674304, 0.113614, -4.016095], [-2.194261, 1.355190, -4.403045], [-1.745668, 2.255804, -3.444800], [-1.772783, 1.909455, -2.103246], [-3.411670, -1.223909, 1.366787], [-4.182568, -1.095070, -0.235518], [-0.658770, 2.099320, 1.656513], [-1.404725, 4.113298, 2.865193], [-3.794466, 4.742336, 2.866064], [-5.437959, 3.370458, 1.628478], [-4.694975, 1.383765, 0.381664], [-3.053352, -1.224676, -2.391725], [-3.019534, -0.591896, -4.760335], [-2.164704, 1.622271, -5.451503], [-1.368005, 3.226154, -3.740693], [-1.413229, 2.614792, -1.362329], [-0.556149, 0.384514, 4.712590], [0.781981, 0.684878, 4.964518], [1.749611, 0.302916, 4.054695], [1.368277, -0.376794, 2.894026], [0.023930, -0.631893, 2.575096], [-0.919586, -0.245898, 3.535731], [2.394809, -0.955943, 1.982297], [3.782608, -0.625966, 2.052672], [4.656192, -1.210698, 1.201409], [4.213713, -2.178442, 0.261508], [5.082223, -2.837735, -0.637867], [4.586975, -3.755160, -1.519134], [3.204272, -4.049510, -1.527384], [2.347824, -3.426861, -0.665353], [2.847616, -2.470765, 0.243797], [1.968775, -1.825463, 1.082673], [-1.314893, 0.659172, 5.435781], [1.064660, 1.196966, 5.875084], [2.788978, 0.508385, 4.275376], [-1.974955, -0.427974, 3.354371], [4.117650, 0.110872, 2.766293], [5.707542, -0.947244, 1.226724], [6.139405, -2.602699, -0.618279], [5.246297, -4.258923, -2.212750], [2.816614, -4.778661, -2.226667], [1.288946, -3.659986, -0.674660], [1.822697, 1.718325, 0.111085], [1.551184, 1.059015, -1.047674], [0.904456, -0.151916, -1.029670], [0.682447, -0.692473, -2.274750], [0.026833, -1.883822, -2.373639], [1.045164, -0.101748, -3.470638], [0.787446, -0.682094, -4.646542], [1.682742, 1.126075, -3.430199], [2.040304, 1.738382, -4.561238], [1.941314, 1.713813, -2.205726], [2.551522, 2.904401, -2.164691]], "forces_ev_per_angstrom": [[-0.807, 0.199, 0.030], [-0.169, -0.063, -0.014], [0.807, -0.094, 0.254], [-0.658, -0.020, -0.329], [-0.197, 0.187, -0.042], [-0.102, -0.255, -0.078], [-0.131, 0.076, 0.054], [0.045, 0.051, 0.045], [-0.005, -0.042, -0.038], [-0.030, 0.014, 0.000], [0.060, 0.018, 0.019], [-0.018, -0.007, 0.017], [0.061, 0.009, -0.022], [-0.003, 0.006, -0.039], [0.003, -0.007, 0.023], [0.002, 0.025, -0.017], [-0.021, -0.028, 0.049], [0.008, 0.023, -0.090], [-0.020, -0.048, -0.010], [-0.012, 0.026, 0.027], [0.006, -0.043, -0.008], [0.001, -0.004, 0.000], [-0.005, -0.007, -0.001], [-0.002, -0.006, -0.005], [0.022, -0.015, -0.002], [0.001, -0.002, -0.010], [-0.001, -0.002, 0.001], [0.001, -0.006, 0.002], [-0.002, -0.002, -0.013], [-0.004, -0.015, 0.019], [0.069, 0.057, 0.069], [-0.067, -0.026, -0.031], [-0.076, 0.011, 0.049], [0.415, -0.142, -0.180], [0.145, 0.094, 0.284], [-0.043, -0.004, -0.251], [0.361, 0.176, 0.293], [-0.377, 0.096, 0.161], [0.173, -0.074, -0.124], [0.283, 0.041, 0.073], [-0.030, 0.045, 0.054], [-0.182, -0.048, -0.018], [0.160, -0.059, -0.092], [-0.017, 0.101, 0.053], [-0.292, 0.008, -0.025], [0.532, -0.371, 0.005], [0.010, 0.005, 0.002], [-0.002, -0.005, 0.002], [-0.001, -0.008, -0.006], [-0.004, 0.000, 0.017], [0.012, 0.003, -0.021], [-0.011, -0.006, 0.005], [-0.006, 0.015, 0.019], [-0.002, -0.005, -0.001], [0.019, 0.001, -0.006], [-0.004, 0.019, 0.018], [-0.086, -0.156, 0.104], [0.154, 0.367, -0.029], [0.094, -0.015, -0.068], [-0.050, -0.051, -0.381], [0.004, 0.003, 0.196], [0.003, 0.019, 0.031], [0.006, 0.010, -0.010], [-0.003, -0.047, -0.006], [-0.003, 0.008, -0.011], [-0.015, -0.037, -0.024], [0.002, 0.008, 0.029]], "e_above_lowest_kcal_mol": 0.0, "total_charge": 0, "e_homo_ev": [-7.569, -8.753], "multiplicity": 2, "e_lumo_ev": [-0.60, -0.70]}



[2]
{"formula": "C5H9NS", "method": "ωB97M-V/def2-TZVPD", "symbols": ["C", "C", "C", "C", "C", "H", "H", "H", "H", "H", "H", "H", "H", "H", "N", "S"], "coordinates": [[0.659375, 2.318565, -1.279443], [1.340126, 1.112918, -0.819470], [0.968378, -0.148217, -1.734484], [-0.427330, -0.531600, -1.609787], [-0.592913, -0.973059, 0.961032], [1.050488, 3.183283, -0.824710], [0.609143, 2.277031, -2.365338], [-0.381090, 2.171075, -0.778561], [1.312169, 0.949489, 0.260984], [2.403755, 1.119742, -0.905094], [1.093097, 0.020058, -2.817795], [1.768945, -0.971460, -1.489958], [-1.109690, 0.405074, -1.772749], [-0.835598, -1.345148, -2.316414], [-0.787143, -0.927650, -0.239663], [-0.755440, -0.749203, 2.598762]], "forces_ev_per_angstrom": [[-3.094, -0.925, 1.097], [1.548, -2.812, -0.761], [3.121, -0.315, 0.965], [-3.937, -0.368, 0.478], [-1.686, 1.415, -1.452], [0.562, 1.325, 0.013], [-0.181, 0.749, 0.031], [1.165, 0.844, -1.415], [-0.951, -0.385, -0.059], [1.088, 0.613, -0.612], [0.377, 0.590, 0.399], [-1.894, 1.101, -0.321], [1.194, -1.634, -0.059], [0.922, 1.202, 1.040], [1.102, -0.671, 3.001], [0.664, -0.730, -2.346]], "e_above_lowest_kcal_mol": 32.6, "smiles": "CCCCN=C=S", "total_charge": 0, "e_homo_ev": -8.879, "e_lumo_ev": 0.83}



[3]
{"formula": "C2H6NO3", "method": "ωB97M-V/def2-TZVPD", "symbols": ["O", "C", "N", "C", "O", "H", "H", "H", "H", "H", "H", "O"], "coordinates": [[0.512178, 0.324563, 1.029481], [0.302061, -0.356648, -0.008472], [-0.742407, -0.355760, -0.754803], [-0.885034, -1.374398, -1.904992], [0.049873, -1.192809, -2.779158], [1.139062, -0.677771, -0.541069], [-1.620252, -0.260272, -0.165350], [-1.910111, -1.278704, -2.210123], [-0.969633, -2.453820, -1.385456], [1.159146, 3.111592, 2.992191], [0.742393, 1.617522, 3.051717], [0.707208, 2.470502, 3.627488]], "forces_ev_per_angstrom": [[-1.193, -1.905, -1.417], [3.580, 3.827, 3.393], [-5.896, -1.656, -0.568], [0.308, 0.010, 3.822], [0.137, -0.819, -0.919], [1.907, -1.450, -0.729], [1.143, 0.312, -1.206], [-0.722, 0.227, -0.973], [0.776, 1.528, -1.285], [-0.929, -1.132, 1.386], [-0.248, 1.988, 1.452], [1.138, -0.928, -2.956]], "e_above_lowest_kcal_mol": 31.3, "total_charge": 0, "e_homo_ev": [-10.167, -10.150], "multiplicity": 2, "e_lumo_ev": [0.38, -3.04]}



Repeat the second record exactly.
{"formula": "C5H9NS", "method": "ωB97M-V/def2-TZVPD", "symbols": ["C", "C", "C", "C", "C", "H", "H", "H", "H", "H", "H", "H", "H", "H", "N", "S"], "coordinates": [[0.659375, 2.318565, -1.279443], [1.340126, 1.112918, -0.819470], [0.968378, -0.148217, -1.734484], [-0.427330, -0.531600, -1.609787], [-0.592913, -0.973059, 0.961032], [1.050488, 3.183283, -0.824710], [0.609143, 2.277031, -2.365338], [-0.381090, 2.171075, -0.778561], [1.312169, 0.949489, 0.260984], [2.403755, 1.119742, -0.905094], [1.093097, 0.020058, -2.817795], [1.768945, -0.971460, -1.489958], [-1.109690, 0.405074, -1.772749], [-0.835598, -1.345148, -2.316414], [-0.787143, -0.927650, -0.239663], [-0.755440, -0.749203, 2.598762]], "forces_ev_per_angstrom": [[-3.094, -0.925, 1.097], [1.548, -2.812, -0.761], [3.121, -0.315, 0.965], [-3.937, -0.368, 0.478], [-1.686, 1.415, -1.452], [0.562, 1.325, 0.013], [-0.181, 0.749, 0.031], [1.165, 0.844, -1.415], [-0.951, -0.385, -0.059], [1.088, 0.613, -0.612], [0.377, 0.590, 0.399], [-1.894, 1.101, -0.321], [1.194, -1.634, -0.059], [0.922, 1.202, 1.040], [1.102, -0.671, 3.001], [0.664, -0.730, -2.346]], "e_above_lowest_kcal_mol": 32.6, "smiles": "CCCCN=C=S", "total_charge": 0, "e_homo_ev": -8.879, "e_lumo_ev": 0.83}